Computed, not measured: a cluster of 2 separate species, C4H10NO3 in total at a distorted geometry, with wB97M-V/def2-TZVPD.

Calculated values
F_max = 0.020 Eh/bohr
ΔE to the lowest compared entry with this formula, charge and spin = 45.0 kcal/mol
Orbital gap = 7.725 eV
Charge = -1
E_LUMO = 3.957 eV
Multiplicity = 1

Last column: natural (NBO) charge in e.
Cartesian coordinates (Å):
1 O -1.32 2.30 1.67  -0.76
2 O 1.65 -2.01 -2.83  -0.96
3 O -0.85 -0.36 -1.50  -0.83
4 N -1.03 -0.81 0.78  -0.68
5 C -0.51 1.63 0.67  -0.08
6 C -0.08 0.22 1.15  -0.10
7 C -1.29 -0.97 -0.49  0.43
8 C 1.36 -0.11 0.71  -0.62
9 H -2.23 2.10 1.42  0.46
10 H 1.25 -0.54 -0.29  0.21
11 H 1.83 -0.84 1.35  0.19
12 H -0.18 0.34 2.22  0.18
13 H 1.98 0.77 0.60  0.18
14 H 1.45 -1.37 -2.12  0.49
15 H 0.76 -2.38 -2.97  0.47
16 H 0.33 2.28 0.45  0.15
17 H -1.11 1.54 -0.22  0.19
18 H -2.02 -1.79 -0.61  0.07

***

Computed, not measured: the ion C7H14N2PS with charge +1 at a distorted geometry, with wB97M-V/def2-TZVPD.

Calculated values
F_max = 0.081 Eh/bohr
ΔE to the lowest compared entry with this formula, charge and spin = 11.8 kcal/mol
Orbital gap (spin up / spin down) = 7.047 / 7.778 eV
Charge = +1
E_LUMO (spin up / spin down) = -4.966 / -4.599 eV
Multiplicity = 1

Last column: natural (NBO) charge in e.
Cartesian coordinates (Å):
1 S -2.52 -1.00 -0.20  0.73
2 P 0.75 -0.55 0.72  1.38
3 N -1.35 -1.37 -1.12  -0.68
4 N -0.19 0.80 -1.48  -0.44
5 C 0.73 -2.11 0.05  -0.66
6 C -0.71 -0.45 -2.11  -0.10
7 C -0.75 0.40 1.45  -0.70
8 C 1.04 0.59 -0.77  -0.48
9 C 2.22 -0.33 1.96  -0.90
10 C -1.80 0.77 0.43  -0.34
11 C -1.22 1.52 -0.82  -0.27
12 H 2.97 -1.20 1.86  0.28
13 H 1.36 1.50 -0.34  0.23
14 H 1.14 -2.15 -0.94  0.24
15 H 2.71 0.59 1.70  0.25
16 H 1.84 0.38 -1.41  0.25
17 H -2.58 1.33 0.91  0.25
18 H 1.70 -0.30 2.99  0.26
19 H 0.33 -2.94 0.47  0.23
20 H -1.45 -0.22 -2.96  0.24
21 H -0.74 2.52 -0.62  0.23
22 H -1.04 0.09 2.48  0.28
23 H -0.04 -1.12 -2.59  0.22
24 H -2.17 1.90 -1.28  0.26
25 H -0.23 1.37 1.61  0.25

***

Computed, not measured: a structure of composition AgI5K4N5O23Pb2S2 at a distorted geometry, with wB97M-V/def2-TZVPD.

Calculated values
F_max = 0.204 Eh/bohr
ΔE to the lowest compared entry with this formula, charge and spin = 314.4 kcal/mol
Orbital gap = 1.704 eV
Charge = -5
E_LUMO = 6.240 eV
Multiplicity = 1

Last column: natural (NBO) charge in e.
Cartesian coordinates (Å):
1 Pb -1.14 -2.85 -0.70  1.55
2 Pb -0.70 2.10 -2.58  1.61
3 I 3.11 -0.33 4.29  -0.98
4 I 1.82 0.42 -3.87  -0.81
5 I 0.41 -3.63 -3.35  -0.79
6 I 5.83 -3.47 -1.54  -0.88
7 I 6.33 1.85 0.08  -0.95
8 Ag 3.69 -2.33 -3.58  0.72
9 K 5.07 1.90 -2.94  0.94
10 K -0.34 -1.78 4.75  0.97
11 K 3.64 -4.12 1.03  0.96
12 K 2.97 2.92 0.98  0.96
13 S -3.41 -2.33 2.42  2.65
14 S -3.36 -0.37 -2.25  2.59
15 O -4.39 -3.38 2.58  -1.15
16 O -2.81 -2.59 1.15  -1.12
17 O -2.74 1.61 0.62  -0.51
18 O 0.64 3.51 2.98  -0.53
19 O -2.54 -2.43 3.56  -1.20
20 O 2.77 5.09 -1.56  -0.56
21 O 1.73 -5.78 0.15  -0.63
22 O -0.34 -5.44 0.10  -0.47
23 O 0.48 5.33 2.06  -0.59
24 O 1.67 4.33 -3.31  -0.56
25 O -4.44 -0.41 -1.19  -0.95
26 O -2.68 0.94 -2.52  -1.19
27 O -0.48 5.02 3.96  -0.60
28 O -4.10 -1.02 2.51  -1.06
29 O 2.18 0.01 0.33  -0.58
30 O -4.38 2.88 0.31  -0.47
31 O 1.31 3.57 -1.49  -0.56
32 O 0.77 -4.25 1.37  -0.56
33 O 1.31 -1.95 -0.24  -0.62
34 O -4.14 -0.66 -3.45  -1.08
35 O -2.45 3.39 -0.24  -0.67
36 O 0.14 -0.28 0.03  -0.42
37 O -2.18 -1.26 -2.05  -1.14
38 N 1.21 -0.71 -0.04  0.73
39 N 0.72 -5.14 0.51  0.72
40 N 1.91 4.38 -2.12  0.73
41 N 0.19 4.60 3.00  0.73
42 N -3.29 2.63 0.24  0.74

***

Computed, not measured: a cluster of 10 separate species, H20O10 in total at a distorted geometry, with wB97M-V/def2-TZVPD.

Calculated values
F_max = 0.060 Eh/bohr
ΔE to the lowest compared entry with this formula, charge and spin = 71.5 kcal/mol
Orbital gap = 10.668 eV
Charge = 0
E_LUMO = -0.180 eV
Multiplicity = 1

Last column: natural (NBO) charge in e.
Cartesian coordinates (Å):
1 O 7.40 -10.48 20.44  -0.98
2 O 10.65 -13.72 19.95  -0.96
3 O 11.65 -12.38 23.27  -0.97
4 O 7.67 -14.59 21.88  -0.98
5 O 9.12 -10.92 18.54  -0.92
6 O 9.48 -11.79 21.65  -0.99
7 O 9.72 -14.33 23.79  -0.98
8 O 13.13 -12.45 20.86  -0.95
9 O 9.22 -8.81 22.78  -0.92
10 O 6.04 -12.27 22.64  -0.96
11 H 6.46 -10.76 20.46  0.47
12 H 9.91 -11.05 19.00  0.49
13 H 10.44 -14.65 19.75  0.49
14 H 11.12 -13.44 19.16  0.48
15 H 9.26 -9.57 23.32  0.46
16 H 6.26 -12.97 23.28  0.48
17 H 9.70 -12.57 21.19  0.48
18 H 8.72 -11.51 21.21  0.49
19 H 13.57 -12.80 20.07  0.45
20 H 8.76 -11.77 18.28  0.48
21 H 10.29 -13.56 23.69  0.51
22 H 9.15 -8.07 23.38  0.46
23 H 10.89 -11.79 23.11  0.50
24 H 12.29 -11.76 23.65  0.49
25 H 6.19 -12.60 21.72  0.48
26 H 8.22 -15.38 21.95  0.47
27 H 9.19 -14.27 24.55  0.47
28 H 8.10 -14.02 22.52  0.49
29 H 12.34 -13.03 20.94  0.49
30 H 7.84 -10.75 19.57  0.49

***

Computed, not measured: a structure of composition C6H8N at a distorted geometry, with wB97M-V/def2-TZVPD.

Calculated values
F_max = 0.132 Eh/bohr
ΔE to the lowest compared entry with this formula, charge and spin = 172.4 kcal/mol
Orbital gap = 8.996 eV
Charge = +1
E_LUMO = -4.655 eV
Multiplicity = 1

Last column: Mulliken charge in e.
Cartesian coordinates (Å):
1 N -0.33 -0.03 -0.44  0.01
2 C 2.03 0.79 -0.29  -0.30
3 C 0.58 0.93 0.25  -0.21
4 C 0.49 -1.16 -0.03  -0.14
5 C 1.16 -0.25 1.16  -0.47
6 C -1.57 -0.12 0.37  -0.98
7 C 1.94 -0.61 -0.22  -0.41
8 H -0.61 0.12 -1.43  0.38
9 H -1.34 0.27 1.27  0.41
10 H -1.74 -1.15 0.65  0.35
11 H 2.85 -1.11 -0.19  0.40
12 H 0.02 1.70 0.67  0.55
13 H -2.39 0.42 0.00  0.41
14 H 0.19 -2.14 -0.16  0.62
15 H 2.89 1.43 -0.21  0.38

***

Computed, not measured: the molecule C8H14 at a distorted geometry, with wB97M-V/def2-TZVPD.

Calculated values
F_max = 0.035 Eh/bohr
ΔE to the lowest compared entry with this formula, charge and spin = 32.7 kcal/mol
Orbital gap = 9.483 eV
Charge = 0
E_LUMO = 1.115 eV
Multiplicity = 1

Last column: natural (NBO) charge in e.
Cartesian coordinates (Å):
1 C -0.06 2.01 0.80  -0.38
2 C -0.77 -3.16 0.02  -0.37
3 C 0.39 -1.08 -0.56  -0.25
4 C 1.46 0.79 -1.71  -0.64
5 C 0.34 0.20 -0.90  0.06
6 C -0.66 1.17 -0.36  -0.44
7 C -0.22 1.35 2.16  -0.61
8 C -0.57 -1.86 0.23  -0.22
9 H -0.18 -3.72 -0.69  0.18
10 H 1.75 1.74 -1.25  0.21
11 H 0.02 0.28 2.14  0.21
12 H 2.36 0.19 -1.84  0.22
13 H 0.42 1.85 2.89  0.21
14 H -1.24 1.42 2.55  0.20
15 H -1.56 0.67 0.00  0.21
16 H -0.46 3.02 0.81  0.20
17 H -0.93 1.88 -1.15  0.21
18 H -1.47 -3.78 0.56  0.20
19 H 1.01 2.01 0.65  0.20
20 H -1.43 -1.38 0.65  0.20
21 H 1.07 -1.80 -1.02  0.20
22 H 1.14 1.09 -2.72  0.21